This record from the Open Molecules 2025 dataset describes a cluster of 13 separate species, C24H72O28S in total. The level of theory is wB97M-V/def2-TZVPD.

As for the gap between HOMO and LUMO: 0.302 hartree. The LUMO energy is 3.74 eV. The value obtained for the molar mass is 840.879 g mol⁻¹. The total energy comes out at -94203.0646 eV. As for the net charge: -2.

The geometry in XYZ format:
```
125
Properties=species:S:1:pos:R:3:mulliken_charge:R:1
S 9.170 9.195 47.121 -0.9559
O 8.894 10.016 45.976 -1.2175
O 8.376 9.756 48.222 1.5566
O 8.864 7.767 46.958 0.6530
O 10.569 9.346 47.432 2.5021
C 8.098 9.988 51.845 0.7712
C 8.484 10.376 53.264 -0.7177
O 9.797 9.875 53.408 -0.5956
O 8.895 10.488 50.792 -0.6731
H 7.081 10.528 51.628 -0.1523
H 7.957 8.839 51.788 -0.2394
H 7.717 10.145 54.064 0.3084
H 8.660 11.520 53.446 0.2523
H 10.543 10.500 52.889 0.3564
H 8.793 10.063 50.004 -0.5565
C 5.283 10.386 48.152 1.8356
C 3.975 11.171 48.160 -0.5654
O 3.046 10.520 47.300 -0.5284
O 6.240 10.786 49.005 -0.8943
H 5.611 10.253 47.214 -1.3230
H 5.117 9.320 48.629 -0.1416
H 3.856 12.252 47.707 0.2380
H 3.499 11.166 49.188 0.2354
H 3.203 10.927 46.609 0.2901
H 7.196 10.713 48.721 0.1153
C 13.708 10.047 46.202 0.5690
C 14.632 9.603 47.255 0.0373
O 15.488 10.577 47.682 -0.6131
O 12.863 8.996 45.876 -0.5283
H 14.224 10.301 45.142 0.1462
H 13.238 11.006 46.367 -0.6658
H 15.273 8.772 46.975 0.3157
H 14.037 9.296 48.234 0.0112
H 15.004 11.238 48.023 0.2942
H 11.995 9.284 46.346 -0.1523
C 6.291 7.590 44.757 1.5486
C 4.917 7.888 45.249 0.1130
O 4.483 8.933 44.413 -0.6889
O 6.787 6.558 45.599 -0.6194
H 6.979 8.224 44.932 -1.3934
H 6.421 7.206 43.796 0.4432
H 4.909 8.172 46.286 -0.2358
H 4.231 6.922 45.323 0.2481
H 4.991 9.713 44.561 0.1334
H 7.469 7.006 46.296 0.2750
C 11.304 12.360 44.591 0.1046
C 12.112 13.606 45.107 -0.6079
O 13.112 14.116 44.216 -0.5219
O 10.165 12.243 45.341 -0.1289
H 11.797 11.261 44.683 -0.1420
H 11.037 12.606 43.651 0.6059
H 12.649 13.097 46.016 -0.0524
H 11.415 14.240 45.571 0.4935
H 13.041 14.961 44.368 0.3372
H 9.716 11.392 45.517 0.2497
C 11.567 6.917 49.709 0.2059
C 10.454 7.718 50.322 1.4513
O 9.402 6.923 50.717 -0.6791
O 12.533 7.768 49.141 -0.6070
H 11.106 6.382 49.021 -0.3007
H 12.315 6.537 50.444 0.2821
H 9.941 8.515 49.851 -1.2561
H 10.864 8.351 51.232 -0.0324
H 9.069 6.329 49.913 0.4717
H 12.007 8.327 48.426 0.0018
C 7.881 13.766 47.656 1.8396
C 6.390 14.145 47.875 -1.6014
O 5.984 13.648 49.128 -0.6304
O 8.330 14.246 46.466 -0.5610
H 8.039 12.649 47.712 -1.0645
H 8.566 14.156 48.542 0.0947
H 5.968 13.840 47.173 0.5504
H 6.408 15.172 48.008 0.6549
H 5.943 12.676 48.953 0.2449
H 9.049 13.930 46.374 0.1270
C 9.734 8.384 42.985 -0.1884
C 9.246 7.902 41.574 -0.8335
O 10.139 6.761 41.290 -0.6312
O 9.035 9.479 43.340 -0.7271
H 10.674 8.680 43.227 0.6806
H 9.455 7.602 43.721 0.1247
H 9.611 8.635 40.769 0.2386
H 8.334 7.678 41.354 0.5578
H 11.106 7.092 41.401 0.3169
H 9.271 9.919 44.360 0.0487
C 6.693 6.821 48.857 1.6590
C 6.135 6.736 50.285 -0.8182
O 5.173 7.726 50.517 -0.5638
O 7.913 6.211 48.714 -0.8240
H 6.866 7.769 48.507 -0.9971
H 5.701 6.532 48.149 -0.0038
H 6.972 6.712 51.078 0.1628
H 5.508 5.870 50.116 0.5619
H 5.604 8.625 50.518 0.3314
H 8.320 6.400 47.922 0.3410
C 11.569 4.718 44.828 -0.6450
C 10.911 5.698 45.841 0.2544
O 9.529 5.760 45.678 -0.7404
O 12.891 4.585 44.976 -0.5559
H 11.393 5.094 43.825 0.2100
H 10.961 3.886 44.970 0.3651
H 11.244 6.654 45.700 0.0350
H 11.094 5.401 46.899 0.1132
H 9.462 6.657 46.264 0.3492
H 13.154 4.500 45.926 0.3481
C 6.775 11.933 44.018 0.1287
C 5.515 12.304 43.377 -0.2281
O 5.715 13.324 42.501 -0.5608
O 6.613 10.937 45.026 0.2865
H 7.283 12.743 44.480 0.0794
H 7.480 11.424 43.245 0.0967
H 4.826 12.836 44.221 0.1297
H 4.848 11.572 42.802 0.2116
H 6.237 13.910 42.781 0.2553
H 7.655 10.811 45.316 -0.0594
C 11.776 13.260 49.703 -1.1213
C 11.008 12.256 48.894 1.7636
O 11.548 11.012 49.296 -0.6416
O 11.250 14.465 49.449 -0.5302
H 12.895 13.388 49.975 0.2344
H 11.343 12.866 50.604 0.3759
H 11.109 12.272 47.806 -0.4152
H 9.988 12.488 49.105 -0.1822
H 11.191 10.603 48.580 -0.5984
H 11.340 15.123 50.171 0.2841
```